The following is a quantum chemistry calculation of 12 unconnected molecules or ions with the total composition C38H107N7O17, from the OMol25 dataset.

ORCA input file:
```
! RIJCOSX wB97M-V def2-TZVPD def2/J DEFGRID3
* xyz 0 1
C -11.82356 -3.62642 2.24683
O -10.45290 -3.38762 2.57710
C -9.98200 -3.86253 3.79908
C -8.42131 -3.61413 4.02714
C -7.97521 -4.26240 5.36788
N -8.20094 -2.16013 4.15210
H -12.11390 -3.42500 1.21570
H -12.30734 -2.78573 2.74411
H -12.18679 -4.61762 2.51830
H -10.55069 -3.32822 4.56014
H -10.09280 -4.93587 3.95329
H -7.82265 -3.96337 3.18587
H -6.91336 -4.06218 5.51105
H -8.30596 -5.29748 5.28242
H -8.43812 -3.79517 6.23708
H -8.84048 -1.76534 3.47739
H -8.57059 -1.78047 5.01193
C 5.69400 6.41171 -0.17139
O 6.67949 6.85772 0.75638
C 7.86335 7.12815 0.01234
C 8.82310 7.94382 0.85707
C 8.37501 9.41575 1.01616
N 10.17384 7.95757 0.25804
H 6.02420 5.49671 -0.66317
H 5.52444 7.24191 -0.85704
H 4.75962 6.26258 0.36970
H 8.28610 6.20209 -0.37729
H 7.71174 7.66206 -0.92577
H 8.77640 7.55553 1.87449
H 8.36892 9.84537 0.01441
H 9.09871 9.92120 1.65563
H 7.34544 9.47974 1.36828
H 10.76943 8.29758 0.99950
H 10.37502 6.98920 0.05333
C -13.77770 -0.67807 -6.78714
O -12.50472 -0.32548 -6.32522
C -12.46458 0.06917 -4.89662
C -11.01900 0.17652 -4.31094
C -10.23676 -1.17462 -4.45321
N -11.00811 0.57067 -2.91105
H -14.53557 0.09715 -6.67419
H -14.19294 -1.59139 -6.36105
H -13.79702 -0.84951 -7.86340
H -12.98963 0.99756 -4.67186
H -12.96726 -0.68970 -4.29703
H -10.53600 0.93658 -4.92503
H -10.34307 -1.56808 -5.46414
H -10.59154 -1.88282 -3.70442
H -9.16679 -1.05068 -4.28622
H -11.42320 -0.20800 -2.41964
H -10.02561 0.48957 -2.69151
C 6.35857 -4.30053 6.79412
O 7.69516 -4.49531 7.30360
C 8.58252 -3.32787 7.38279
C 10.03205 -3.65176 7.75949
C 10.91520 -2.44347 8.10158
N 10.66732 -4.37840 6.67120
H 5.95076 -5.29809 6.63080
H 6.39192 -3.70824 5.87969
H 5.74330 -3.85769 7.57734
H 8.41661 -2.75918 6.46782
H 8.07728 -2.61084 8.02987
H 10.10288 -4.27883 8.64824
H 11.18497 -1.90690 7.19196
H 11.90317 -2.76836 8.42786
H 10.57784 -1.75076 8.87258
H 10.07053 -4.91852 6.06111
H 11.01975 -3.67127 6.04202
C 7.15794 4.45310 9.18418
O 5.87342 4.32698 8.47673
C 5.62067 5.36271 7.61330
C 4.17065 5.31510 7.15546
C 3.82505 3.99779 6.39657
N 3.81948 6.36844 6.16978
H 7.19198 5.42551 9.67546
H 7.88699 4.28062 8.39245
H 7.26232 3.69865 9.96396
H 5.78046 6.33423 8.08097
H 6.35332 5.38351 6.80654
H 3.46873 5.46067 7.97656
H 3.89845 3.17406 7.10664
H 4.36009 3.70666 5.49264
H 2.76794 4.06764 6.14019
H 4.49649 6.20350 5.43864
H 4.04750 7.30051 6.48497
C -3.90330 -7.50324 -1.19783
O -2.82001 -8.33540 -0.93721
C -1.73867 -8.33713 -1.88594
C -0.50461 -9.07105 -1.23877
C 0.37581 -8.15257 -0.41275
N 0.23184 -9.73267 -2.27355
H -4.51306 -7.97846 -1.96625
H -3.68158 -6.47201 -1.47258
H -4.47338 -7.65411 -0.28112
H -2.07837 -8.79823 -2.81335
H -1.47662 -7.32735 -2.20181
H -0.88722 -9.88641 -0.62486
H 1.25659 -8.53440 0.10352
H -0.27274 -7.67497 0.32167
H 0.78638 -7.43535 -1.12348
H -0.40726 -10.32666 -2.78230
H 0.46600 -8.96685 -2.88900
C 5.22406 -4.55526 -4.57036
O 4.55155 -3.55124 -3.75949
C 5.30345 -2.33279 -3.58631
C 6.49916 -2.39005 -2.60430
C 6.19052 -3.18859 -1.35510
N 7.21557 -1.13405 -2.38607
H 4.58425 -5.40161 -4.82022
H 6.12839 -4.94328 -4.10162
H 5.57713 -4.09777 -5.49456
H 5.56536 -2.01573 -4.59575
H 4.55291 -1.64281 -3.20069
H 7.24451 -3.00682 -3.10645
H 6.37617 -4.22559 -1.63484
H 5.16466 -3.02794 -1.02355
H 6.83933 -2.92475 -0.51991
H 7.16431 -0.60626 -3.24566
H 6.62626 -0.64162 -1.73008
O -1.97107 6.82362 -5.16748
C -3.36083 6.58805 -4.89738
C -3.96590 5.50062 -5.81210
O -3.65400 4.24410 -5.25194
H -1.53256 5.97959 -5.03741
H -3.49043 6.27416 -3.86164
H -3.96623 7.47893 -5.06450
H -3.64291 5.50503 -6.85313
H -5.04822 5.58377 -5.91100
H -4.01436 3.56359 -5.82521
O -3.74613 -2.37743 -7.86668
C -2.53844 -2.67298 -7.20700
C -1.75310 -3.77921 -7.93680
O -2.34735 -5.03805 -7.65074
H -4.11968 -3.24605 -8.03269
H -1.89165 -1.79880 -7.13246
H -2.69011 -3.17086 -6.24928
H -0.70696 -3.83307 -7.63549
H -1.72846 -3.45938 -8.97852
H -3.16374 -5.14138 -8.14515
O -1.45412 -0.16591 2.81057
C -0.76466 -0.88615 1.80985
C -0.78866 -0.06785 0.44291
O -2.16040 0.05522 0.08856
H -2.35948 -0.18917 2.49216
H 0.19297 -1.22123 2.20830
H -1.25621 -1.81828 1.53124
H -0.39832 -0.62771 -0.40696
H -0.22064 0.85047 0.59162
H -2.30243 0.47764 -0.76172
O 1.96665 1.66791 -8.78771
C 2.06624 3.08279 -8.76919
C 2.65916 3.58957 -7.46875
O 1.87225 3.22641 -6.34294
H 1.36355 1.46466 -9.50642
H 2.77984 3.32461 -9.55685
H 1.15057 3.62289 -9.00989
H 2.63813 4.67644 -7.54858
H 3.67611 3.21795 -7.34299
H 1.97699 2.27253 -6.31579
O -3.01017 6.62703 4.28096
C -3.38233 5.66919 3.25369
C -4.55665 4.87665 3.66896
O -5.64573 5.66579 4.14151
H -2.05297 6.63964 4.20867
H -3.54636 6.18370 2.30687
H -2.59792 4.94099 3.04741
H -4.19267 4.22901 4.46656
H -4.79099 4.28709 2.78262
H -6.43910 5.12534 4.14994
*
```

The calculation puts the energy above the lowest of the compared OMol25 structures with the same formula, charge and spin at 539.4 kJ/mol. Its SMILES is COC[C@H](C)N.COC[C@H](C)N.COC[C@H](C)N.COC[C@H](C)N.COC[C@H](C)N.COC[C@H](C)N.COC[C@H](C)N.OCCO.OCCO.OCCO.OCCO.OCCO. The molecular weight is 934.3 g mol⁻¹. For the LUMO energy, the calculation gives 0.009 eV.